# 1
Density functional theory data (ωB97M-V/def2-TZVPD) for C7H9N3O3S2 as an isolated structure in a non-equilibrium geometry.

Properties
* LUMO: 0.42 eV
* HOMO-LUMO gap: 9.9 eV
* energy above the lowest of the compared OMol25 structures with the same formula, charge and spin: 87.1 kcal per mole

Structure (ORCA input):
```
! RIJCOSX wB97M-V def2-TZVPD def2/J DEFGRID3
* xyz 0 1
C -2.4382 1.5729 -0.1378
C -1.2255 1.8268 0.4562
C -2.7598 0.2946 -0.5822
C -0.2998 0.7965 0.5226
C -1.8346 -0.7399 -0.4882
C -0.6642 -0.5259 0.1820
C 1.1703 1.1089 0.9471
N 0.6050 -3.0345 -0.3837
N 1.1053 -1.6015 1.6720
N 3.6770 0.7197 0.2734
O 2.0677 1.4771 -1.5478
O 1.6341 -0.7964 -0.8826
O -2.1926 -1.9637 -0.9696
S 0.8172 -1.6766 0.2034
S 2.3261 0.6354 -0.4008
H -3.1629 2.3958 -0.0361
H -1.0578 2.8229 0.7307
H -3.6245 0.0342 -1.0786
H 1.1530 2.2209 0.7803
H 1.3135 0.8206 1.9787
H 0.2447 -3.0822 -1.2893
H 1.6063 -2.2806 2.2131
H 4.3561 0.7957 -0.4065
H -2.8161 -1.8207 -1.7563
*
```

---

# 2
Density functional theory data (ωB97M-V/def2-TZVPD) for a 2-piece molecular cluster, C6H8N4S overall in a non-equilibrium geometry.

Properties
* LUMO (spin up / spin down): -1.83 / -1.83 eV
* HOMO-LUMO gap (spin up / spin down): 7.1 / 7.1 eV
* energy above the lowest of the compared OMol25 structures with the same formula, charge and spin: 89.6 kcal per mole

Structure (ORCA input):
```
! RIJCOSX wB97M-V def2-TZVPD def2/J DEFGRID3
* xyz 0 1
C -1.9328 0.3499 -1.4893
C -1.8342 -1.1286 0.0825
C -1.9777 -2.9703 1.6766
C -1.4812 -1.7975 1.3299
C 2.2500 1.8583 -0.2667
C 3.7038 1.9934 -0.5494
N -2.5718 -0.6367 -1.9286
N -2.5131 -1.5804 -0.8913
N 1.7286 0.8384 0.1778
N -1.4217 0.1948 -0.1758
S -0.6426 1.3013 0.7464
H -1.7108 1.2292 -2.1116
H -1.7818 -3.3548 2.6612
H -2.8769 -3.2717 1.2635
H -0.8228 -1.2311 1.9459
H 1.6159 2.6799 -0.6422
H 4.2711 1.6246 0.3899
H 3.9086 1.0761 -1.1548
H 4.0894 2.8254 -1.0639
*
```

---

# 3
Density functional theory data (ωB97M-V/def2-TZVPD) for a 2-piece molecular cluster, C2H8OSSi overall in a non-equilibrium geometry.

Properties
* LUMO: 0.10 eV
* HOMO-LUMO gap: 8.4 eV
* energy above the lowest of the compared OMol25 structures with the same formula, charge and spin: 142.5 kcal per mole

Structure (ORCA input):
```
! RIJCOSX wB97M-V def2-TZVPD def2/J DEFGRID3
* xyz 0 1
C 0.7678 1.3958 -0.0285
C 1.1192 0.7041 1.1711
O -0.6178 -0.1595 1.7415
Si -1.6463 -1.6912 -0.4958
S -1.8137 -0.0885 0.7860
H -0.3732 1.6815 0.1426
H 1.2290 2.4379 -0.3045
H 0.7886 0.7611 -0.8087
H 1.6060 1.2929 1.9536
H 1.7089 -0.2215 1.0258
H -3.0344 -1.8807 -0.8655
H -0.8104 -1.5627 -1.6210
H -0.6655 -2.4266 0.3440
*
```

---

# 4
Density functional theory data (ωB97M-V/def2-TZVPD) for a 11-piece molecular cluster, C48H123N9O11 overall in a non-equilibrium geometry.

Properties
* LUMO: 0.33 eV
* HOMO-LUMO gap: 8.5 eV
* SMILES: CC1(C)CCCC(C)(C)N1O.CC1(C)CCCC(C)(C)N1O.COC[C@H](C)N.COC[C@H](C)N.COC[C@H](C)N.COC[C@H](C)N.COC[C@H](C)N.COC[C@H](C)N.COC[C@H](C)N.CO.CO
* energy above the lowest of the compared OMol25 structures with the same formula, charge and spin: 87.2 kcal per mole

Structure (ORCA input):
```
! RIJCOSX wB97M-V def2-TZVPD def2/J DEFGRID3
* xyz 0 1
C 1.1788 -2.5652 -2.8414
C 0.6118 -3.0315 -4.1932
C -0.7511 -3.6692 -3.7436
C -1.7791 -4.0595 -4.7782
C -2.0652 -2.7130 -5.5103
C -0.8710 -1.9523 -6.0928
N 0.2817 -1.8946 -5.0974
O 1.3163 -1.1727 -5.5383
C -0.4496 -2.6335 -7.4247
C -1.3647 -0.4985 -6.4215
C 1.5085 -4.1135 -4.8323
H 1.5460 -3.3856 -2.2248
H 0.4774 -1.9750 -2.2516
H 1.9797 -1.8398 -2.9843
H -0.6384 -4.5746 -3.1472
H -1.1401 -2.9192 -3.0549
H -2.7782 -4.2345 -4.3793
H -1.5618 -4.9375 -5.3866
H -2.6963 -2.0188 -4.9554
H -2.6857 -3.0917 -6.3225
H 0.4538 -2.1883 -7.8415
H -0.2427 -3.6917 -7.2650
H -1.1482 -2.4879 -8.2486
H -1.3019 0.1791 -5.5701
H -0.6729 0.0786 -7.0351
H -2.4279 -0.4956 -6.6615
H 1.8128 -4.8489 -4.0876
H 2.3824 -3.6156 -5.2524
H 1.0312 -4.6397 -5.6589
H 1.6229 -1.6318 -6.3237
C -3.6239 -3.9955 -1.0499
C -3.5185 -2.5267 -0.4209
C -3.6284 -1.4213 -1.5014
C -5.0653 -1.0956 -1.9716
C -6.0110 -0.8970 -0.7826
C -5.9780 -2.0934 0.2450
N -4.5548 -2.3298 0.6461
O -4.4358 -3.2348 1.6577
C -6.8723 -1.5177 1.3358
C -6.7591 -3.3196 -0.3777
C -2.1800 -2.3398 0.2779
H -4.5501 -4.0780 -1.6187
H -3.7084 -4.6924 -0.2161
H -2.7821 -4.2602 -1.6897
H -3.0863 -0.5481 -1.1383
H -3.1939 -1.7644 -2.4403
H -5.4055 -1.8953 -2.6295
H -5.0385 -0.2300 -2.6334
H -7.0155 -0.7904 -1.1921
H -5.8165 0.0529 -0.2845
H -7.1466 -2.2777 2.0674
H -6.3270 -0.7068 1.8187
H -7.8141 -1.0500 1.0490
H -6.5159 -4.2716 0.0942
H -7.8311 -3.3380 -0.1810
H -6.6207 -3.3685 -1.4577
H -1.2976 -2.1566 -0.3351
H -2.0376 -3.1658 0.9748
H -2.2208 -1.4587 0.9183
H -3.9393 -2.7115 2.2911
C 0.4098 2.6085 3.6322
C -0.4569 1.4391 4.0081
C -1.4270 1.7720 5.1548
O -0.7675 2.0478 6.4253
C -0.2313 0.8924 7.0682
N -1.1059 1.0014 2.8117
H 0.7680 3.0984 4.5377
H -0.1498 3.4252 3.1762
H 1.1712 2.3355 2.9016
H 0.1997 0.6166 4.2920
H -2.2002 1.0441 5.4009
H -2.0402 2.6261 4.8674
H -0.9116 0.0461 7.1631
H 0.1275 1.2228 8.0430
H 0.6553 0.6376 6.4875
H -1.7914 0.2785 2.9786
H -1.6042 1.8106 2.4697
C 4.7779 3.2821 -2.8902
C 3.8040 2.2007 -3.3253
C 3.8463 1.0184 -2.3804
O 5.1143 0.3891 -2.2996
C 5.5009 -0.3682 -3.4205
N 2.5324 2.8066 -3.4203
H 4.7317 4.2202 -3.4433
H 5.7863 2.8691 -2.9169
H 4.6141 3.5826 -1.8554
H 4.0827 1.7771 -4.2902
H 2.9725 0.3949 -2.5696
H 3.6474 1.3911 -1.3756
H 6.2752 -1.1310 -3.3390
H 5.9043 0.2983 -4.1829
H 4.6241 -0.8985 -3.7922
H 1.9099 2.0122 -3.4609
H 2.3598 3.2342 -2.5217
C -0.8443 -4.4423 5.0950
C -1.2647 -3.1532 4.3639
C -2.8047 -2.7544 4.6247
O -3.1367 -1.6827 3.7330
C -4.2264 -0.8864 4.2275
N -0.4407 -2.0624 4.8757
H 0.1898 -4.6801 4.8456
H -1.4265 -5.3350 4.8663
H -0.8949 -4.5332 6.1800
H -1.1245 -3.3068 3.2939
H -2.8943 -2.4628 5.6711
H -3.5484 -3.5301 4.4422
H -4.4712 0.0210 3.6753
H -4.0238 -0.4447 5.2031
H -5.1568 -1.4544 4.2295
H -0.5948 -1.3199 4.2085
H 0.5080 -2.2642 4.5944
C -3.0225 1.9247 -0.2366
C -2.4099 3.2194 0.2587
C -3.0256 4.5145 -0.3772
O -2.1831 5.5723 0.2628
C -2.8669 6.8203 0.3416
N -2.3571 3.2317 1.6782
H -2.9330 1.8380 -1.3195
H -4.0923 1.7474 -0.1263
H -2.5247 1.0964 0.2675
H -1.3840 3.1418 -0.1013
H -4.0598 4.6191 -0.0493
H -3.1302 4.6457 -1.4542
H -3.5944 6.8027 1.1531
H -3.4725 7.0823 -0.5261
H -2.1738 7.6435 0.5148
H -1.9470 4.1489 1.7810
H -3.2554 3.3619 2.1211
C 5.3075 1.9957 1.7610
C 4.1592 1.7952 2.7077
C 4.3775 0.9108 3.8948
O 4.7638 -0.3926 3.3864
C 5.2695 -1.2599 4.4136
N 3.7457 3.1240 3.0306
H 6.0753 2.6350 2.1968
H 4.9368 2.4846 0.8601
H 5.7874 1.0291 1.6076
H 3.4138 1.2907 2.0929
H 3.5296 0.8244 4.5742
H 5.2654 1.2497 4.4286
H 6.3490 -1.1288 4.4892
H 5.0010 -2.2883 4.1721
H 4.8533 -0.9816 5.3817
H 3.7640 3.7507 2.2387
H 2.7609 3.0979 3.2534
C 3.9428 5.7233 -0.4887
C 2.6898 5.6874 0.3643
C 1.9007 4.3680 0.2223
O 1.4425 4.0969 -1.0525
C 0.5898 5.0253 -1.6423
N 2.9704 5.9551 1.7575
H 4.2972 6.7440 -0.3449
H 3.7116 5.7548 -1.5534
H 4.6789 4.9456 -0.2849
H 2.0906 6.5614 0.1088
H 1.1077 4.4696 0.9632
H 2.4703 3.4905 0.5285
H 1.1071 5.8494 -2.1335
H -0.1498 5.2627 -0.8775
H 0.1327 4.5067 -2.4850
H 2.1769 6.3448 2.2459
H 3.6947 6.6230 1.9797
C 1.6915 -3.8993 1.6348
C 2.9379 -3.1009 2.0786
C 3.6097 -2.3785 0.8839
O 4.1469 -3.4163 0.0906
C 4.8303 -2.8924 -0.9916
N 2.5179 -2.0958 2.9834
H 1.3980 -4.4975 2.4974
H 1.9080 -4.5110 0.7590
H 0.8649 -3.2697 1.3052
H 3.7022 -3.7122 2.5584
H 4.4188 -1.6959 1.1437
H 2.8617 -1.8279 0.3134
H 4.3034 -2.1212 -1.5536
H 4.9429 -3.6150 -1.7998
H 5.8035 -2.4940 -0.7048
H 3.2256 -1.3816 3.0785
H 1.9072 -1.4825 2.4628
C -1.0418 0.6241 -3.1576
O 0.1657 0.9762 -3.6917
H -1.1225 -0.4526 -3.3071
H -1.0691 0.9630 -2.1220
H -1.8995 1.1130 -3.6196
H 0.3844 0.3295 -4.3667
C 1.1183 0.4170 0.1999
O 1.0782 -0.1159 1.5000
H 0.4605 -0.1319 -0.4740
H 0.9033 1.4828 0.1219
H 2.1286 0.2568 -0.1766
H 0.4136 0.3887 1.9746
*
```

---

- What is the formula in the second record?
  C6H8N4S